1:
Formula: C7H12
Source: the Open Molecules 2025 dataset
Level of theory: ωB97M-V with the def2-TZVPD basis set

Geometry as XYZ:
```
19
Properties=species:S:1:pos:R:3:lowdin_charge:R:1
C 0.7450 1.9349 1.4627 -0.09
C -0.2123 1.1596 0.5677 -0.33
C 0.3198 0.7573 -0.8352 -0.08
C -0.1370 -0.6667 -0.5547 -0.47
C -0.9743 -1.4984 -1.4754 -0.09
C 0.2875 -2.0540 -0.8671 -0.09
C -0.4176 -0.3763 0.9045 -0.09
H 0.9268 2.9638 1.1227 0.08
H 1.7190 1.4294 1.4962 0.08
H 0.3575 1.9881 2.4857 0.07
H -1.1886 1.6531 0.5061 0.13
H -0.1804 1.2182 -1.6926 0.11
H 1.4032 0.8868 -0.9366 0.11
H -0.9412 -1.1471 -2.5091 0.10
H -1.9314 -1.9230 -1.1877 0.10
H 1.1415 -2.3686 -1.4720 0.10
H 0.0789 -2.5146 0.1243 0.11
H 0.3905 -0.7397 1.5568 0.11
H -1.3870 -0.7029 1.3037 0.12
```

As for the LUMO energy: 1.15 eV. Its structure (SMILES) is CC1CC2(CC2)C1. Its spin multiplicity is 1.

2:
Formula: C7H12
Source: the Open Molecules 2025 dataset
Level of theory: ωB97M-V with the def2-TZVPD basis set

Geometry as XYZ:
```
19
Properties=species:S:1:pos:R:3:lowdin_charge:R:1
C -0.2072 1.4632 -1.7004 -0.09
C 0.3379 1.7252 -0.2979 -0.25
C -0.2577 0.8752 0.8393 -0.18
C -0.5616 -0.5426 0.4272 -0.34
C -1.7171 -1.1798 0.6927 0.05
C 1.6977 -1.5449 0.5287 0.01
C 0.5913 -1.3256 -0.1819 -0.15
H 0.1023 0.4450 -1.9664 0.05
H -1.2750 1.5665 -1.7587 0.07
H 0.3608 1.9078 -2.5217 0.07
H 0.3129 2.7688 0.0068 0.10
H 1.4160 1.5657 -0.2907 0.10
H 0.4654 0.7912 1.6597 0.11
H -1.1516 1.3885 1.2209 0.11
H -2.2095 -0.8486 1.6019 0.06
H -1.9605 -2.1488 0.2749 0.06
H 2.2463 -0.8623 1.1656 0.07
H 2.2506 -2.4080 0.1680 0.05
H 0.2879 -1.7109 -1.1511 0.11
```

As for the LUMO energy: 1.06 eV. Its structure (SMILES) is C=CC(=C)CCC. Its spin multiplicity is 1.

3:
Formula: C7H12
Source: the Open Molecules 2025 dataset
Level of theory: ωB97M-V with the def2-TZVPD basis set

Geometry as XYZ:
```
19
Properties=species:S:1:pos:R:3:lowdin_charge:R:1
C -1.4126 0.3441 -0.9282 -0.28
C -1.5804 -1.0151 -0.2700 -0.20
C -0.5114 -0.9772 0.7975 -0.20
C 0.1517 0.4388 0.7065 -0.25
C -0.9269 1.2975 0.0856 -0.22
C 3.0322 0.4346 -0.0282 -0.01
C 3.0710 -0.6192 -0.5839 0.04
H -0.7711 0.3261 -1.8031 0.10
H -2.3200 0.6257 -1.5555 0.13
H -1.5200 -1.8638 -0.8543 0.07
H -2.6597 -0.8646 0.1440 0.14
H 0.3773 -1.6997 0.7107 0.12
H -0.9914 -1.1128 1.8440 0.12
H 1.1097 0.3655 0.1808 0.01
H 0.5794 0.6647 1.7146 0.12
H -0.4972 2.2081 -0.5056 0.14
H -1.6332 1.6574 0.8515 0.11
H 3.3688 1.3217 0.4947 0.06
H 3.1340 -1.5317 -1.0013 0.00
```

As for the LUMO energy: 1.10 eV. Its structure (SMILES) is C1CCCC1.C#C. Its spin multiplicity is 1.

Quick ranking, most stable first: 1, 2, 3.